Below is a 4-piece molecular cluster, C35H44ClF3N2O16P overall, with properties calculated with ωB97M-V/def2-TZVPD.

```
! RIJCOSX wB97M-V def2-TZVPD def2/J DEFGRID3
* xyz -1 1
C -2.282 -3.093 -3.478
C -1.515 -3.989 -4.116
C -0.022 -3.881 -4.179
P 1.023 -5.468 -3.653
C 1.883 -4.346 -2.369
N 3.048 -4.839 -1.632
C 2.352 -5.160 -5.003
C 3.449 -4.101 -4.831
C 3.090 -2.632 -5.157
C 3.574 -1.606 -4.090
C 2.463 -0.693 -3.524
C 2.217 -0.808 -2.013
C 3.474 -0.712 -1.149
O 3.386 -1.712 -0.138
C 4.589 -1.861 0.573
C 1.937 -7.043 -3.073
C 1.716 -7.796 -1.740
C 1.674 -7.251 -0.333
F 2.928 -7.122 0.185
F 1.019 -6.125 -0.076
F 1.095 -8.214 0.457
C -0.009 -6.428 -5.055
C 0.582 -7.492 -5.891
O 1.258 -7.433 -6.881
Cl 0.106 -9.216 -5.344
O -0.311 -5.687 -2.411
N -1.001 -6.819 -2.369
O -1.986 -6.739 -1.692
H -3.357 -3.160 -3.451
H -1.783 -2.258 -3.003
H -2.050 -4.779 -4.631
H 0.165 -3.050 -3.500
H 0.297 -3.559 -5.169
H 1.148 -4.096 -1.605
H 2.122 -3.364 -2.780
H 3.384 -4.149 -0.975
H 3.827 -5.182 -2.171
H 2.886 -6.092 -5.179
H 1.904 -4.954 -5.974
H 4.210 -4.351 -5.576
H 4.012 -4.098 -3.903
H 2.029 -2.455 -5.298
H 3.576 -2.331 -6.081
H 4.124 -2.100 -3.294
H 4.281 -0.930 -4.570
H 1.513 -0.871 -4.022
H 2.711 0.351 -3.711
H 1.665 -1.695 -1.727
H 1.583 0.031 -1.736
H 3.468 0.249 -0.623
H 4.401 -0.809 -1.712
H 5.460 -1.818 -0.082
H 4.573 -2.840 1.044
H 4.685 -1.107 1.358
H 3.007 -6.864 -3.157
H 1.826 -7.854 -3.792
H 0.848 -8.439 -1.849
H 2.516 -8.534 -1.687
H -1.004 -6.772 -4.783
H -0.238 -5.674 -5.807
C -1.209 1.743 0.356
C -1.785 2.603 1.208
C -1.922 4.063 0.883
O -2.467 4.769 1.713
C -1.398 4.548 -0.381
C -0.821 3.688 -1.231
C -0.700 2.222 -0.918
O -0.177 1.509 -1.751
O -0.316 4.055 -2.400
O -2.277 2.235 2.384
H -1.105 0.689 0.575
H -1.489 5.604 -0.595
H 0.033 3.239 -2.808
H -2.659 3.036 2.798
C -5.167 4.539 5.771
C -5.723 5.419 6.612
C -5.841 6.876 6.272
O -6.374 7.614 7.084
C -5.317 7.332 4.998
C -4.757 6.456 4.154
C -4.661 4.994 4.488
O -4.157 4.271 3.651
O -4.245 6.807 2.982
O -6.210 5.076 7.800
H -5.078 3.487 6.005
H -5.393 8.387 4.771
H -3.882 5.993 2.569
H -6.551 5.900 8.195
C -1.371 10.241 7.887
C -2.417 9.433 7.663
C -2.237 8.034 7.145
O -3.240 7.363 6.988
C -0.894 7.566 6.859
C 0.151 8.375 7.079
C -0.024 9.767 7.622
O 0.977 10.432 7.811
O 1.404 8.016 6.840
O -3.673 9.804 7.881
H -1.486 11.248 8.261
H -0.781 6.563 6.471
H 1.956 8.782 7.087
H -4.239 9.042 7.646
*
```

Values from the calculation:
HOMO level = -0.182 Ha
molar mass = 872.16 g mol⁻¹
largest force on an atom = 0.0336 Eh/bohr
electronic energy = -102707.8012 eV
gap between HOMO and LUMO = 4.2 eV
relative energy (zero: lowest compared OMol25 entry of this formula, charge and spin) = 0.0 kJ/mol